{
  "formula": "C2H3ClS",
  "method": "ωB97M-V with the def2-TZVPD basis set",
  "homo_lumo_gap_ev": [8.42, 7.03],
  "relative_energy_kcal_mol": 0.0,
  "multiplicity": 3,
  "mol_weight_g_mol": 94.6,
  "e_tot_ha": -936.23035,
  "symbols": ["C", "H", "S", "H", "C", "H", "Cl"],
  "positions_angstrom": [[0.83, -0.14, 0.40], [0.53, -0.06, 1.40], [-0.61, 1.72, 0.10], [-0.32, -0.29, -1.55], [-0.47, -0.05, -0.40], [1.77, -0.06, -0.02], [-1.73, -1.13, 0.08]]
}



{
  "formula": "C26H44ClNO20P",
  "method": "ωB97M-V with the def2-TZVPD basis set",
  "total_charge": -1,
  "homo_lumo_gap_ev": 6.61,
  "relative_energy_kcal_mol": 0.0,
  "mol_weight_g_mol": 757.1,
  "e_tot_ha": -3378.34933,
  "symbols": ["O", "C", "C", "O", "C", "C", "C", "H", "H", "O", "O", "C", "O", "H", "O", "C", "C", "O", "C", "O", "H", "H", "O", "H", "H", "O", "C", "H", "H", "H", "O", "Cl", "H", "O", "H", "H", "H", "C", "C", "O", "C", "N", "H", "C", "H", "O", "H", "C", "C", "H", "H", "H", "H", "H", "O", "O", "H", "C", "H", "P", "H", "C", "H", "C", "H", "H", "H", "O", "H", "O", "H", "H", "C", "H", "H", "O", "H", "H", "O", "H", "C", "C", "H", "H", "H", "C", "C", "H", "H", "H", "C", "C", "H"],
  "positions_angstrom": [[0.58, 1.55, -2.94], [6.62, -0.38, 7.78], [3.53, -3.05, 5.23], [6.34, -0.20, 10.04], [-4.47, -3.45, 2.28], [-3.05, 4.40, -5.03], [-3.84, -1.61, -0.67], [3.73, -4.48, 8.57], [-1.99, 3.25, -1.75], [-5.66, -2.81, 2.24], [-3.03, 5.70, -4.66], [-5.61, -1.90, 1.12], [-2.80, 4.27, -6.37], [3.20, -5.58, 6.30], [2.83, -4.15, 4.86], [6.93, 0.51, 8.95], [-0.58, 2.37, -3.10], [-5.24, 1.95, -8.96], [-2.48, 6.44, -5.75], [-4.10, -4.13, 3.19], [0.89, 3.72, -3.19], [-3.20, -0.96, -0.08], [6.61, -1.68, 8.39], [-3.19, -2.15, -1.35], [6.50, 1.50, 8.86], [-6.73, 0.30, -9.16], [2.71, -4.13, 8.48], [-5.09, 1.56, -5.61], [-5.27, -0.93, 1.48], [4.78, -1.92, 1.92], [-3.75, -3.23, 1.15], [-0.96, -0.67, -1.94], [-0.87, 5.31, -7.79], [-0.91, 1.81, -0.81], [-6.57, 2.48, -7.49], [-4.52, -1.00, -1.27], [7.31, -0.93, 5.82], [3.84, -1.62, -0.67], [2.99, -2.80, 1.05], [3.93, -0.99, -1.67], [-5.78, 1.74, -7.65], [-0.09, 3.76, -2.95], [-2.57, 1.70, -2.18], [2.44, -4.82, 6.06], [-3.84, 1.29, -6.83], [-3.26, 3.50, -4.30], [1.44, -3.17, 7.03], [-2.83, 5.58, -6.94], [-1.64, 2.23, -1.96], [-0.91, 2.22, -4.13], [7.75, 0.71, 6.30], [-1.40, 6.54, -5.59], [-5.62, -0.43, -7.58], [5.61, -0.19, 7.39], [-5.84, 1.23, -11.01], [4.17, -2.36, 4.50], [1.47, 1.85, -0.89], [-4.62, -2.57, 0.21], [2.72, -3.77, 0.62], [0.49, 0.88, -1.32], [-1.74, 6.73, -8.41], [2.40, -3.70, 7.07], [0.42, 0.29, 0.00], [6.31, -1.51, 9.70], [2.55, -3.19, 3.12], [-5.10, -3.34, -0.40], [-2.93, 7.43, -5.81], [4.90, -2.28, -0.10], [4.96, -3.63, 1.48], [6.07, -2.40, 10.45], [1.48, -5.31, 5.94], [1.56, -0.02, -1.59], [-1.85, 5.69, -8.08], [-4.39, 2.91, -6.50], [1.15, -2.70, 2.14], [3.42, -2.82, 6.56], [8.60, -0.69, 6.99], [-3.85, 5.77, -7.29], [2.71, -1.79, 0.07], [-6.59, -1.80, 0.67], [-5.93, 1.17, -9.82], [2.22, -2.54, 2.32], [-0.08, 4.00, -1.97], [-7.22, 0.20, -7.14], [-2.18, 5.09, -8.93], [7.63, -0.31, 6.66], [4.49, -2.68, 1.20], [2.60, -3.28, 9.17], [8.01, 0.61, 9.14], [2.33, -1.51, 2.63], [-4.72, 1.88, -6.58], [-6.35, 0.35, -7.77], [2.03, -4.92, 8.81]]
}



{
  "formula": "C12H19NSiSn",
  "method": "ωB97M-V with the def2-TZVPD basis set",
  "homo_lumo_gap_ev": 8.61,
  "mol_weight_g_mol": 324.1,
  "e_tot_ha": -1027.00828,
  "symbols": ["H", "C", "H", "C", "N", "Si", "H", "H", "C", "Sn", "C", "H", "H", "C", "H", "C", "H", "C", "H", "H", "C", "H", "H", "H", "H", "H", "C", "H", "H", "C", "C", "H", "H", "C"],
  "positions_angstrom": [[0.38, -6.02, 1.63], [1.47, 1.30, -1.80], [-1.30, 0.94, 2.80], [-1.35, 1.23, 1.74], [0.47, 1.57, 1.24], [1.89, -4.29, 2.56], [-1.72, 2.26, 1.67], [2.43, 1.79, -1.63], [0.28, 1.93, -2.23], [-0.19, -0.14, 0.30], [-2.21, 0.34, 0.93], [0.88, 1.19, 2.12], [-0.58, -1.31, -2.34], [-0.16, -0.34, -2.08], [1.43, -3.35, 4.82], [1.24, -0.11, -1.70], [-2.66, -0.49, 1.47], [1.46, -5.91, 1.71], [1.97, -0.89, -1.54], [4.02, -3.20, 3.22], [0.71, -1.94, 1.01], [-1.71, 1.11, -2.84], [-2.78, 0.83, 0.15], [0.05, -4.31, 4.23], [4.21, -4.97, 3.20], [1.88, -5.92, 0.69], [1.15, -4.28, 4.29], [1.86, -6.77, 2.26], [1.49, -5.13, 4.89], [-0.72, 0.95, -2.42], [1.20, -2.89, 1.63], [4.20, -4.05, 1.68], [0.17, 2.99, -2.43], [3.76, -4.11, 2.68]]
}